Entry 1:
C5H11NO | ωB97M-V/def2-TZVPD

## Properties
SMILES = CNC(C)=O.C=C
Orbital gap = 10.2 eV
Energy above the lowest of the compared OMol25 structures with the same formula, charge and spin = 72.6 kcal/mol
E_tot = -8898.5486 eV
Highest occupied orbital energy = -9.43 eV

```
18
Properties=species:S:1:pos:R:3:nbo_charge:R:1
H 1.3748 0.8437 0.3833 0.203
C -0.9444 0.0368 -1.8610 0.644
H -2.5827 -1.2337 -1.9839 0.260
C 1.0341 1.0706 -0.7213 -0.452
H 0.2259 1.1440 3.8706 0.184
H 0.7917 -0.8474 -1.3528 0.376
H -0.8750 -2.1288 -1.3032 0.240
H 0.5454 2.0403 -0.7880 0.243
C 0.1325 0.7369 2.9545 -0.371
C -1.3637 -1.3712 -2.0201 -0.733
H 2.1050 1.3989 -1.0469 0.199
C 0.6571 -0.4042 2.7470 -0.379
H 0.5012 -0.9654 1.8412 0.179
O -1.4924 1.1695 -1.9133 -0.627
H -0.5198 1.2507 2.2376 0.201
N 0.3089 -0.0036 -1.3576 -0.605
H -1.1741 -1.8128 -3.1253 0.249
H 1.2755 -0.9241 3.4391 0.189
```

=====

Entry 2:
C5H11NO | ωB97M-V/def2-TZVPD

## Properties
SMILES = C=C/C=C/CN.O
Orbital gap = 8.5 eV
Energy above the lowest of the compared OMol25 structures with the same formula, charge and spin = 88.3 kcal/mol
E_tot = -8897.8698 eV
Highest occupied orbital energy = -8.53 eV

```
18
Properties=species:S:1:pos:R:3:nbo_charge:R:1
H 0.8948 3.0709 -0.2685 0.208
C 1.6217 2.3035 -0.0098 -0.284
H 2.3466 2.7650 0.6871 0.210
H -3.9006 -3.8474 2.3294 0.473
H 0.4468 -2.1572 -0.5183 0.204
H 0.1637 1.0783 1.1222 0.195
H -3.4240 -2.8113 1.2632 0.474
H 2.2322 -0.6042 -0.1598 0.223
N 2.3262 2.2112 -1.3698 -0.804
H -1.4962 0.1670 -0.0070 0.181
C -1.2124 -0.8458 -0.2903 -0.406
H -2.1050 -1.2869 -0.7246 0.212
C 0.0931 -1.1420 -0.3547 -0.210
H 2.4296 1.2238 -1.5987 0.346
C 1.0029 1.0183 0.4194 -0.130
O -4.1667 -3.3002 1.5957 -0.946
H 1.5334 2.3641 -1.9973 0.337
C 1.2140 -0.2071 -0.1183 -0.282
```

=====

Entry 3:
C5H11NO | ωB97M-V/def2-TZVPD

## Properties
Orbital gap (alpha / beta) = 8.4 / 8.4 eV
Energy above the lowest of the compared OMol25 structures with the same formula, charge and spin = 124.6 kcal/mol
E_tot = -8896.2946 eV
Highest occupied orbital energy (alpha / beta) = -7.51 / -7.51 eV

```
18
Properties=species:S:1:pos:R:3:nbo_charge:R:1
C 0.9325 1.2133 1.6862 -0.111
C -1.2718 -0.6128 0.0191 -0.259
H -0.6319 2.2860 1.2573 0.473
H -1.7628 2.5061 -0.7933 -0.023
H -1.6152 -1.1777 0.8786 0.202
C 0.9759 0.5865 0.3266 -0.071
H 1.2654 -2.1391 -1.8697 0.214
H 1.7852 0.7605 -0.3746 0.198
N -0.0469 -0.0835 -0.1003 -0.211
H -0.6885 -0.5350 -2.1100 0.186
H 1.9466 1.4656 2.0084 0.192
H -1.9415 1.7972 -0.6289 0.004
H 0.6563 -2.6397 -0.2724 0.216
C -0.4493 -1.0080 -1.1538 -0.048
H 0.5248 0.4882 2.4097 0.166
O 0.2013 2.4296 1.7257 -0.710
H -0.2429 -3.0566 -1.7443 0.224
C 0.3628 -2.2805 -1.2644 -0.642
```

=====

Entry 4:
C5H11NO | ωB97M-V/def2-TZVPD

## Properties
SMILES = CNC(=O)C(C)C
Orbital gap = 10.6 eV
Energy above the lowest of the compared OMol25 structures with the same formula, charge and spin = 2.0 kcal/mol
E_tot = -8901.6098 eV
Highest occupied orbital energy = -9.66 eV

```
18
Properties=species:S:1:pos:R:3:nbo_charge:R:1
N 1.4708 0.1638 -0.5701 -0.615
C -1.4786 -1.5109 -0.0407 -0.599
H 2.8083 0.7813 0.8654 0.236
H -1.8333 0.7859 1.4880 0.229
C 2.8345 0.4450 -0.1701 -0.423
H -1.4764 1.9673 0.2197 0.210
H -0.8800 -2.2626 -0.5697 0.209
H -1.4692 -1.7551 1.0263 0.222
C 0.4592 0.0446 0.3372 0.680
H -0.9068 0.1015 -1.3405 0.189
H 1.2385 0.1983 -1.5488 0.392
H 3.4933 -0.4319 -0.2354 0.194
H -2.8671 0.8755 0.0368 0.206
H 3.2482 1.2479 -0.7860 0.196
H -2.5105 -1.5768 -0.4044 0.208
C -1.8392 0.9501 0.4070 -0.599
O 0.6502 0.0695 1.5443 -0.638
C -0.9418 -0.0933 -0.2589 -0.299
```

=====

Entry 5:
C5H11NO | ωB97M-V/def2-TZVPD

## Properties
SMILES = C/C=C(C)/N=C\O.[H][H]
Orbital gap = 9.7 eV
Energy above the lowest of the compared OMol25 structures with the same formula, charge and spin = 51.4 kcal/mol
E_tot = -8899.4671 eV
Highest occupied orbital energy = -8.79 eV

```
18
Properties=species:S:1:pos:R:3:nbo_charge:R:1
C -0.9105 -2.1486 0.4371 0.433
C 0.3045 -0.2315 -0.0150 0.140
H 0.5347 0.5416 3.1432 -0.025
H 0.4543 -0.1168 2.8025 0.019
H 1.9787 0.6924 -1.0533 0.216
N 0.0367 -1.3772 0.7801 -0.521
O -1.7215 -2.0412 -0.6289 -0.677
H 2.3980 -0.5797 0.1143 0.234
H -1.4928 0.6591 0.5034 0.204
C -0.4487 2.0773 -0.8194 -0.640
H -1.1472 -3.0327 1.0258 0.168
H 1.7088 -1.0206 -1.4446 0.220
C 1.6707 -0.2720 -0.6440 -0.653
C -0.5820 0.7741 -0.0861 -0.259
H -1.3559 2.2751 -1.4030 0.217
H -1.4903 -1.2092 -1.0827 0.495
H 0.3989 2.0953 -1.5098 0.211
H -0.3363 2.9147 -0.1195 0.219
```

=====

Entry 6:
C5H11NO | ωB97M-V/def2-TZVPD

## Properties
SMILES = C=C/C=C(/C)N.O
Orbital gap = 8.9 eV
Energy above the lowest of the compared OMol25 structures with the same formula, charge and spin = 48.6 kcal/mol
E_tot = -8899.5881 eV
Highest occupied orbital energy = -8.06 eV

```
18
Properties=species:S:1:pos:R:3:nbo_charge:R:1
C 0.2960 0.9667 -0.2480 -0.311
H -0.0957 0.1576 2.7766 0.227
C 0.1799 0.4981 -1.6362 -0.213
H 1.1088 -0.1659 -3.4157 0.197
H 0.9066 -3.1360 -0.3450 0.464
H -1.4961 -0.9067 -0.1468 0.360
N -1.4915 -0.3650 0.6974 -0.838
H 0.6982 1.6413 2.3122 0.224
H -0.0642 -2.0392 -0.0529 0.459
H 1.1770 1.5804 -0.0761 0.202
H -0.8104 0.0707 -1.8045 0.184
O 0.3574 -2.8053 0.3655 -0.922
C -0.3982 0.5070 0.8099 0.209
C -0.2146 1.0677 2.1695 -0.647
C 1.1966 0.3961 -2.4949 -0.394
H -1.0771 1.6306 2.5222 0.216
H 2.1253 0.9410 -2.3909 0.196
H -2.3980 -0.0392 0.9577 0.386
```